183
Properties=species:S:1:pos:R:3:forces:R:3 method="wB97M-V/def2-TZVPD" homo_energy_ev=-7.9 orbital_gap_ev=7.512 lumo_ev=-0.396 total_charge=0
Cl 24.9749 -10.9147 -22.1680 -0.734 0.268 0.535
Cl 28.5448 -10.5182 -25.3539 -0.390 0.857 0.347
Cl 22.4036 -12.2745 -22.1419 0.075 -0.119 0.555
Cl 26.0315 -11.2663 -18.7230 -0.147 0.953 0.297
Cl 26.1749 -14.0362 -18.2512 0.050 -1.014 0.517
Cl 25.9465 -9.3104 -25.8848 -0.481 0.100 -0.582
F 28.6539 -12.8225 -16.7639 -1.519 1.477 -0.908
F 27.0273 -15.3120 -21.1421 -0.110 -0.009 -0.234
O 21.7622 -17.5976 -17.0936 0.810 0.635 0.070
O 21.8186 -9.1513 -19.2708 -0.068 -0.111 0.368
O 29.6449 -15.3910 -10.4310 -0.198 0.058 -0.501
O 20.9642 -12.8613 -16.7878 -0.821 0.021 -0.275
O 29.7857 -15.3429 -26.5758 -0.149 0.934 1.801
O 26.3409 -18.3281 -13.9555 -0.102 -0.212 0.285
O 26.3276 -12.8294 -12.7881 0.449 0.119 -0.571
O 30.2051 -9.5558 -14.6569 -0.816 -0.098 0.037
O 30.5876 -13.5000 -21.9443 0.392 -0.695 0.263
O 28.8204 -18.0334 -18.3263 -1.107 -0.035 1.221
O 23.0968 -9.3874 -14.3584 1.481 -2.105 1.800
O 28.4683 -9.6160 -20.3393 0.623 -0.678 0.338
N 29.2919 -7.5726 -15.0419 -0.904 1.447 0.905
N 22.0365 -7.4732 -13.7925 0.519 -1.101 -0.085
N 28.3780 -14.6037 -12.1498 -0.382 0.369 0.200
N 28.6482 -7.9136 -21.7527 -0.071 1.929 -0.238
N 21.4933 -11.5120 -15.0441 -0.313 0.139 0.401
N 30.2299 -12.0448 -20.2541 -0.373 -0.062 0.144
N 29.2873 -19.2776 -20.1189 1.194 -0.321 -1.637
N 20.8135 -15.6764 -16.5100 -0.391 1.084 0.958
N 19.8173 -9.7042 -20.1884 -0.496 0.044 -0.400
N 27.9767 -18.4023 -15.5126 0.915 0.121 0.344
N 25.5814 -11.0398 -13.9864 -0.167 1.200 0.034
N 29.1406 -15.0998 -24.3973 0.016 0.897 -0.402
C 25.5378 -11.9178 -12.9748 0.033 -0.529 0.539
C 29.9152 -12.6164 -21.4266 0.646 -0.389 -0.822
C 26.7339 -12.7688 -19.2811 -0.292 0.289 -0.962
C 24.6166 -18.0616 -21.0926 -0.022 0.862 -0.258
C 26.0573 -17.0474 -15.9608 -0.198 -0.353 0.187
C 30.6411 -13.4189 -25.4735 0.248 0.770 0.583
C 28.8154 -20.5720 -19.6889 -0.622 0.069 0.247
C 20.8004 -8.8310 -19.8735 0.951 -0.947 0.018
C 28.2523 -16.2472 -24.3274 0.334 -0.325 0.346
C 21.6813 -12.0185 -16.2787 1.098 0.718 0.382
C 20.3955 -11.8658 -14.1645 -0.283 -0.984 -0.653
C 28.8412 -14.5706 -10.8740 0.534 -0.387 -0.208
C 22.9081 -11.5326 -17.0388 0.347 -0.167 0.015
C 23.4200 -15.9572 -21.3731 1.460 -0.491 -0.969
C 21.8232 -16.3590 -17.0568 -1.691 -3.498 0.055
C 28.9126 -19.2994 -14.8533 0.357 -0.892 -0.911
C 29.8419 -16.8499 -20.1338 -0.275 -1.061 0.238
C 22.5612 -8.3656 -14.6627 -0.724 2.187 -1.596
C 31.3949 -12.3723 -19.4594 -0.217 0.250 0.763
C 30.6883 -13.1705 -15.6798 0.803 -0.574 0.209
C 29.8072 -7.0468 -13.7814 0.989 0.306 0.314
C 29.5217 -8.8353 -15.3827 3.015 -1.899 -1.417
C 29.2138 -18.1122 -19.4658 1.625 1.394 0.212
C 31.6926 -14.0622 -15.2760 -1.311 0.096 -0.698
C 19.7175 -11.1109 -19.7787 -0.174 0.019 0.205
C 29.8157 -14.6911 -25.5056 0.050 -1.404 -2.482
C 28.2860 -6.5357 -22.1502 0.365 -0.565 -1.482
C 25.8612 -15.9877 -21.2206 -1.356 -1.738 0.333
C 28.2870 -13.5094 -9.9542 -1.380 -0.441 -0.667
C 29.5654 -13.6651 -16.3698 2.300 -1.118 2.104
C 20.6197 -7.4660 -20.4365 -0.773 0.569 -0.510
C 24.4219 -11.7606 -11.9773 -0.927 0.583 -0.450
C 24.6586 -15.2968 -21.3829 0.855 0.036 0.458
C 25.8415 -17.3965 -21.0703 -0.228 0.863 -0.151
C 26.7872 -18.0017 -15.0390 -0.449 0.244 0.409
C 31.5623 -15.4239 -15.5696 0.549 0.548 1.032
C 28.8042 -12.0600 -22.2484 -0.342 0.853 0.291
C 26.5582 -10.9519 -15.0510 -0.002 -0.809 -0.633
C 22.2598 -7.5656 -12.3341 -1.286 1.392 -0.582
C 19.7587 -16.2478 -15.6347 0.553 0.147 -0.959
C 27.3446 -9.2699 -24.8209 -0.293 -0.811 -0.465
C 30.3899 -15.9268 -16.0717 -0.720 0.982 -1.348
C 26.7726 -8.0336 -20.2051 -1.704 1.027 0.542
C 22.5341 -8.0188 -16.1314 -0.804 0.223 -0.651
C 29.3671 -15.0176 -16.4882 0.956 -0.886 -0.415
C 22.8955 -15.5631 -17.6435 0.647 1.643 -1.106
C 23.4272 -17.3528 -21.3055 -0.136 0.291 0.512
C 23.2615 -10.8219 -21.5715 -0.061 0.148 -1.138
C 28.7331 -15.6170 -13.1054 0.865 -0.228 0.806
C 29.2624 -9.2640 -16.8486 -1.349 0.637 0.573
C 28.0306 -8.5624 -20.7624 -0.383 -1.232 0.105
H 29.9790 -16.0537 -19.4021 -0.463 -0.176 0.112
H 30.8557 -17.0883 -20.4556 -0.110 -0.073 -0.508
H 22.4995 -8.9067 -16.7627 0.217 -0.103 0.356
H 26.2922 -12.9333 -20.2640 0.374 -0.066 0.025
H 24.8067 -11.4148 -11.0179 0.069 -0.221 -0.040
H 24.8180 -10.3834 -14.0666 -0.015 -0.084 0.233
H 23.0174 -6.8247 -12.0790 0.316 -0.494 0.336
H 28.7799 -6.9420 -15.6423 0.141 -0.289 0.094
H 30.4780 -12.7477 -26.3167 -0.779 -0.346 -0.199
H 20.4562 -11.7706 -20.2341 0.480 0.412 0.276
H 23.6851 -11.0397 -12.3317 -0.023 0.259 0.084
H 27.7284 -13.9381 -12.5435 -0.042 0.293 0.894
H 28.4749 -12.7642 -23.0126 -0.207 -0.041 0.423
H 27.7409 -8.2580 -24.9044 0.288 -0.415 0.413
H 27.8491 -20.7060 -20.1752 -0.317 -0.359 0.567
H 26.0263 -7.6203 -20.8836 0.499 0.265 -0.625
H 18.7877 -11.5791 -20.1016 -0.290 0.636 -0.091
H 32.4153 -16.0097 -15.2606 -0.206 -0.611 -0.148
H 20.1478 -7.6024 -21.4096 0.129 0.358 -0.233
H 22.4761 -17.8616 -21.3602 0.022 -0.212 0.072
H 23.4185 -7.4504 -16.4193 0.029 0.062 0.161
H 20.1602 -16.8072 -14.7897 0.307 -0.089 -0.226
H 29.8218 -15.6003 -13.1555 0.086 -0.227 -0.660
H 27.2381 -13.4309 -10.2403 -0.230 0.340 -0.010
H 30.5036 -12.8239 -24.5706 -0.007 -0.151 0.160
H 21.3240 -7.1885 -11.9216 0.043 -0.053 0.413
H 29.9272 -7.7653 -12.9705 -0.991 -0.366 -0.276
H 26.1547 -8.7643 -19.6833 0.804 -0.331 0.170
H 19.1242 -15.4710 -15.2080 0.193 0.251 -0.332
H 25.5618 -16.3036 -15.3367 0.489 0.382 -0.065
H 29.2439 -11.2315 -22.8036 -0.036 0.163 0.022
H 29.0057 -6.2035 -22.8984 0.210 -0.137 0.063
H 19.1404 -16.9126 -16.2379 -0.050 -0.103 0.174
H 28.2622 -5.7230 -21.4242 -0.017 -0.597 0.590
H 27.2552 -16.0067 -23.9585 0.003 0.394 -0.051
H 23.6496 -10.9003 -16.5506 -0.284 -0.142 0.713
H 22.6408 -10.9427 -17.9156 -0.385 -0.422 -0.222
H 22.7242 -10.0427 -22.1122 0.587 0.232 0.111
H 19.5491 -12.2182 -14.7541 -0.020 0.288 -0.211
H 28.4627 -16.6071 -12.7384 -0.241 -0.100 -0.202
H 23.8719 -12.6958 -11.8722 0.386 -0.132 0.184
H 28.5036 -15.3553 -17.0420 -0.138 -0.206 0.162
H 29.9231 -18.9402 -14.6581 -0.183 0.997 0.160
H 24.7813 -14.2264 -21.4578 -0.453 0.239 -0.130
H 20.9121 -14.6875 -16.6898 -0.741 0.213 0.720
H 32.5465 -13.7256 -14.7068 0.059 0.202 -0.150
H 25.2120 -17.5283 -16.4530 0.205 -0.357 -0.226
H 28.2442 -15.3768 -14.0495 0.226 -0.199 0.077
H 22.2366 -10.9919 -14.6002 0.011 0.142 -0.516
H 20.0640 -11.0288 -13.5500 0.288 -0.064 0.027
H 24.6248 -19.1309 -20.9417 -0.186 -0.056 -0.116
H 28.0175 -11.6371 -21.6236 -0.270 -0.109 -0.272
H 29.2719 -14.5547 -23.5572 0.189 -0.114 0.084
H 29.5060 -8.3353 -22.0789 0.002 0.200 0.097
H 30.0941 -9.3135 -17.5514 0.530 0.283 0.696
H 30.2898 -16.9714 -16.3268 -0.130 -0.065 0.196
H 31.0940 -12.8076 -18.5064 -0.076 -0.346 -0.020
H 22.4905 -14.5825 -17.8936 0.091 0.390 0.402
H 28.8017 -10.2507 -16.8975 -0.174 0.097 0.198
H 23.4238 -12.4518 -17.3170 0.068 0.108 -0.400
H 29.4232 -21.4186 -20.0082 0.431 0.429 -0.168
H 27.0070 -7.2236 -19.5144 0.011 0.077 0.174
H 27.6102 -10.9454 -14.7658 -0.142 -0.302 0.518
H 23.7168 -15.4303 -16.9392 0.085 -0.106 -0.130
H 23.2393 -15.8660 -18.6325 0.219 -0.845 0.379
H 22.5260 -15.4000 -21.6111 -0.126 -0.014 0.306
H 28.6867 -16.9286 -23.5959 -0.086 -0.351 -0.042
H 20.6558 -12.7504 -13.5833 0.087 0.199 0.507
H 26.3568 -11.7915 -15.7162 0.509 -0.074 -0.232
H 21.6174 -6.6551 -14.2112 0.077 -0.050 0.450
H 30.8575 -6.7673 -13.8634 0.177 0.292 -0.586
H 26.8944 -9.5780 -23.8772 0.828 0.324 0.216
H 29.1969 -16.5139 -20.9457 0.317 0.089 -0.122
H 26.4260 -10.0542 -15.6550 -0.410 0.141 0.256
H 27.8168 -12.6589 -19.3379 -0.166 -0.285 0.265
H 31.8375 -11.4203 -19.1663 0.545 -0.082 -0.242
H 29.1237 -20.0516 -15.6134 -0.094 -0.604 0.182
H 29.8694 -19.2830 -20.9443 -0.266 0.177 -0.026
H 23.1886 -10.6176 -20.5033 0.257 -0.558 -0.074
H 28.5808 -8.5128 -17.2475 -0.316 -0.228 -0.459
H 28.7748 -20.5993 -18.6000 -0.386 0.026 -0.106
H 28.2384 -18.0821 -16.4340 0.036 -0.215 0.014
H 19.7216 -11.1690 -18.6902 0.350 -0.196 -0.072
H 32.0968 -13.0537 -19.9401 -0.228 0.328 -0.257
H 27.3528 -6.5604 -22.7130 -0.264 0.109 0.295
H 22.4025 -8.5610 -11.9133 0.356 0.092 -0.649
H 29.6633 -11.2815 -19.9128 -0.073 0.079 -0.302
H 28.2599 -13.9499 -8.9576 0.597 0.551 0.087
H 30.8501 -12.1336 -15.4247 -0.498 0.298 -0.207
H 26.7281 -18.0030 -20.9585 0.306 0.296 0.127
H 28.1333 -16.7728 -25.2748 0.365 0.354 -0.035
H 19.1111 -9.2949 -20.7833 -0.119 -0.490 0.168
H 31.7145 -13.5672 -25.5917 -0.004 -0.729 0.341
H 29.2905 -6.1499 -13.4398 -0.329 -0.268 -0.179
H 26.7819 -16.6802 -16.6876 -0.482 0.458 -0.113
H 21.5373 -6.8875 -20.5432 -0.026 -0.348 0.157
H 28.5908 -19.7951 -13.9374 -0.611 0.375 -0.259
H 28.7065 -12.5124 -10.0894 0.350 -0.241 0.367
H 19.8993 -6.8933 -19.8524 0.072 0.048 0.182
H 21.6462 -7.4694 -16.4442 0.010 0.385 0.199